(1)
50
Properties=species:S:1:pos:R:3 method="wB97M-V/def2-TZVPD" molar_mass_g_mol=266.32 energy_ha=-884.8131 e_homo_ev=-9.32 fmax_ev_per_a=1.69 de_lowest_kcal_mol=15.7
Li -1.92210 1.82218 -2.43436
F -1.16669 0.57547 -1.18327
C 2.63914 1.76726 -1.69058
C 2.37814 0.27933 -1.50269
C 3.58745 -0.52498 -1.11242
O 1.42058 0.12318 -0.43352
H 3.28677 1.99980 -2.54376
H 3.14118 2.17450 -0.80968
H 1.72477 2.34073 -1.84796
H 1.89271 -0.11191 -2.40421
H 3.97466 -0.16763 -0.15521
H 4.35315 -0.49190 -1.88697
H 3.31510 -1.56316 -0.91582
H 0.54394 0.33817 -0.79776
C -1.60880 -0.75806 2.26037
C -2.73917 -1.24605 1.35817
C -3.88914 -1.77801 2.20000
O -3.20204 -0.19059 0.51655
H -1.18062 -1.58013 2.83629
H -1.98894 -0.03315 2.98481
H -0.85844 -0.24831 1.65422
H -2.41444 -2.03893 0.67123
H -4.44043 -2.56998 1.68617
H -4.60302 -0.98390 2.42973
H -3.56144 -2.21536 3.14332
H -2.44225 0.10577 -0.01488
C 0.72420 4.94272 1.54690
C 0.84134 3.41732 1.52859
C 0.21741 2.78176 2.78366
O 0.14558 2.95824 0.37551
H 1.32454 5.32838 0.72238
H 1.05677 5.32376 2.50822
H -0.31884 5.21870 1.38977
H 1.90322 3.15209 1.52763
H 0.46181 3.35928 3.68107
H 0.67365 1.80138 2.94509
H -0.86122 2.67949 2.70774
H 0.21959 1.99673 0.29763
C 0.14961 -3.12636 -0.79096
C -0.09860 -2.76208 -2.23736
C -0.35756 -4.00949 -3.05991
O -1.27715 -1.95632 -2.32021
H 0.25149 -2.21797 -0.19001
H 1.07909 -3.67964 -0.61863
H -0.65644 -3.71144 -0.34947
H 0.70488 -2.25703 -2.78797
H 0.47147 -4.72126 -2.98511
H -0.49324 -3.80324 -4.12536
H -1.23132 -4.59952 -2.76618
H -1.17035 -1.13982 -1.79076

(2)
62
Properties=species:S:1:pos:R:3 method="wB97M-V/def2-TZVPD" molar_mass_g_mol=720.03 charge=+2 energy_ha=-3243.3890 e_homo_ev=-16.24 fmax_ev_per_a=2.99 de_lowest_kcal_mol=49.8
Tl -2.01420 -4.30693 -1.93363
F -0.72257 -2.07785 -0.55400
O 1.55185 -0.52580 4.47867
S 0.36357 0.16756 3.96565
O -1.00578 -0.02752 4.43815
O 0.65646 1.82625 3.87537
C -0.50243 2.74741 3.76339
C -0.99375 3.02545 5.12026
C 0.34557 -0.21558 2.11274
H -1.26724 2.20213 3.21037
H -0.23998 3.59256 3.12704
H -0.21424 3.61694 5.60047
H -1.10231 2.08258 5.65628
H -1.95901 3.52868 5.06418
H -0.49088 0.35936 1.71539
H 0.09077 -1.26114 1.93958
H 1.30332 0.17152 1.76494
O 3.19263 -5.29233 -1.65288
S 2.23575 -4.34749 -1.17874
O 0.80340 -4.64943 -1.26064
O 2.57237 -4.11732 0.42494
C 1.90720 -3.03119 1.07534
C 2.87825 -2.54885 2.08951
C 2.65512 -2.59316 -1.86922
H 0.94256 -3.40616 1.41734
H 1.67079 -2.16921 0.45149
H 3.88815 -2.70530 1.71040
H 2.68314 -3.21348 2.93111
H 2.65199 -1.53904 2.43186
H 3.64046 -2.36296 -1.46399
H 1.96085 -1.80228 -1.58532
H 2.75319 -2.65678 -2.95294
O -3.04552 -1.58774 -2.27514
S -3.17478 -0.12475 -2.42906
O -2.43418 0.58095 -3.46866
O -4.76484 0.22209 -2.53707
C -5.11653 1.53304 -2.98706
C -6.68987 1.68567 -3.04830
C -2.80834 0.59667 -0.77883
H -4.72743 1.77127 -3.97698
H -4.65613 2.31612 -2.38467
H -7.14643 0.96711 -3.72898
H -6.97431 2.72151 -3.23335
H -7.17010 1.50932 -2.08581
H -3.39119 0.05077 -0.03694
H -3.10992 1.64057 -0.86500
H -1.75454 0.62984 -0.50228
O 0.33658 2.20718 0.32439
S 1.24864 2.21596 -0.82004
O 1.85185 3.43090 -1.28221
O 2.43287 1.10889 -0.51780
C 3.43989 0.82411 -1.46681
C 4.64650 0.35167 -0.61720
C 0.41981 1.27756 -2.18352
H 3.64435 1.70274 -2.07862
H 3.16049 0.10593 -2.23768
H 5.34874 -0.20039 -1.24185
H 4.30805 -0.43316 0.05925
H 5.07328 1.20397 -0.08846
H 0.11858 0.26558 -1.91281
H 1.15294 1.12903 -2.97634
H -0.45345 1.82691 -2.53526

(3)
49
Properties=species:S:1:pos:R:3 method="wB97M-V/def2-TZVPD" molar_mass_g_mol=325.85 charge=+1 energy_ha=-801.2485 e_homo_ev=-13.62 fmax_ev_per_a=2.10 de_lowest_kcal_mol=9.7
Rb -1.33903 0.39211 0.90218
C -4.86105 -0.89752 -0.04914
C -4.31671 -2.32026 -0.02640
C -3.79724 -2.76403 -1.36537
O -3.29248 -2.36308 0.99535
H -5.81326 -0.89532 -0.60610
H -4.29444 -0.11495 -0.55918
H -5.24157 -0.56130 0.91766
H -5.07412 -3.01112 0.34746
H -3.05076 -2.10111 -1.81692
H -4.56125 -2.84449 -2.13854
H -3.37746 -3.76350 -1.21568
H -2.41612 -2.34915 0.60418
C 0.42395 -0.83728 -4.13445
C 0.61365 -0.57465 -2.66172
C 1.38975 0.71279 -2.38467
O -0.72286 -0.38533 -2.07937
H 1.36944 -1.03528 -4.64032
H -0.10200 -0.04939 -4.67844
H -0.25327 -1.68269 -4.28921
H 1.07564 -1.42225 -2.14787
H 2.34179 0.68584 -2.91470
H 1.58176 0.79468 -1.31386
H 0.78602 1.54530 -2.74216
H -0.84101 -1.17234 -1.53988
C 3.09616 -0.54484 2.69614
C 2.30999 -1.01339 1.48696
C 2.89535 -2.28866 0.89299
O 0.95472 -1.36714 1.97792
H 4.07473 -0.17701 2.39614
H 3.23144 -1.33503 3.43479
H 2.52655 0.22830 3.21252
H 2.15262 -0.22722 0.74763
H 3.78059 -1.94242 0.34298
H 2.21015 -2.75855 0.18882
H 3.22328 -2.96376 1.67658
H 0.49012 -1.77210 1.24341
C 1.38418 4.25130 2.66308
C 0.69419 3.39164 1.63261
C 1.08713 3.62313 0.18680
O 0.95569 1.98659 1.89981
H 1.00004 3.97687 3.64490
H 1.26405 5.31720 2.45828
H 2.47276 4.15776 2.62636
H -0.39447 3.49630 1.74535
H 2.13618 3.37617 0.03380
H 0.95502 4.69446 0.01680
H 0.44056 3.09236 -0.50942
H 0.83160 1.81239 2.84190

(4)
78
Properties=species:S:1:pos:R:3 method="wB97M-V/def2-TZVPD" molar_mass_g_mol=911.02 charge=+1 energy_ha=-4106.1755 multiplicity=8 e_homo_ev="-11.33 / -11.21" s2=15.776 fmax_ev_per_a=7.98
Ag 1.49763 2.76413 -1.01364
Ag -0.00788 -1.49015 3.00553
Fe 0.21057 -1.74938 -3.45543
N 3.85453 0.89174 0.84657
O 3.83554 1.36626 1.93711
O 3.40631 1.54589 -0.11307
O 4.19756 -0.28371 0.66719
N -2.03722 0.43463 -3.94942
O -2.76205 0.62872 -4.94298
O -2.03262 1.32585 -3.14622
O -1.34382 -0.58308 -3.86372
N 2.31271 -3.36197 1.34633
O 1.61764 -3.01189 2.33023
O 1.81375 -4.01514 0.53421
O 3.50376 -3.17617 1.22908
N 3.33841 -2.51905 -2.71710
O 2.15417 -2.53161 -2.84834
O 3.86047 -2.32368 -1.59172
O 4.01179 -2.72783 -3.69648
N 0.32991 -0.47455 -0.36482
O 0.10909 -1.09651 -1.33895
O 0.28817 -0.88555 0.78626
O 0.66015 0.67369 -0.40702
N -1.70139 1.30648 2.32559
O -0.65193 1.92423 2.66521
O -1.68638 0.10954 2.60022
O -2.59310 1.74472 1.59254
C -2.01798 -5.28321 -3.36501
C -1.99141 -3.99896 -2.60768
C -2.53901 -4.13678 -1.08010
O -2.52953 -2.80059 -0.59890
C -3.46249 -1.88769 -1.07410
N -0.60815 -3.50062 -2.64063
H -1.70092 -6.18847 -2.84726
H -1.40447 -5.18933 -4.26105
H -3.05063 -5.46798 -3.66097
H -2.64908 -3.31324 -3.14185
H -1.77383 -4.74955 -0.60354
H -3.46947 -4.66909 -0.88268
H -3.34683 -0.99819 -0.45481
H -4.48022 -2.21835 -0.86676
H -3.35064 -1.51945 -2.09390
H -0.44954 -3.21435 -1.68511
H -0.11604 -4.38179 -2.60217
C 3.06347 0.93218 5.10469
C 1.86960 0.02617 4.74909
C 0.61620 0.26527 5.56925
O -0.43452 -0.69942 5.14566
C -1.70589 -0.60904 5.78652
N 1.61254 0.00916 3.34110
H 2.88599 1.99719 4.95513
H 3.98248 0.76303 4.54352
H 3.20639 0.90633 6.18496
H 2.19177 -1.00694 4.87936
H 0.21307 1.27129 5.45297
H 0.89294 0.27026 6.62352
H -2.07398 0.41639 5.75297
H -1.65372 -1.01285 6.79762
H -2.44883 -1.26367 5.33088
H 1.24035 0.85988 2.94379
H 2.48312 0.00546 2.82906
C -1.25093 5.37688 -0.88287
C -1.16319 4.22637 -1.89233
C -0.25462 4.34342 -3.15183
O 1.07497 4.51144 -2.71500
C 2.02468 4.80461 -3.78551
N -0.84259 3.06830 -1.14768
H -1.37760 6.26085 -1.50790
H -0.41669 5.63651 -0.23115
H -2.11146 5.18297 -0.24255
H -2.16007 4.09680 -2.31369
H -0.61790 5.06946 -3.87915
H -0.27286 3.43961 -3.76086
H 1.94136 4.02531 -4.54304
H 3.06766 4.71669 -3.48127
H 1.89651 5.78538 -4.24352
H -1.49476 2.97454 -0.38219
H -1.22898 2.38217 -1.78015

What did the second record say?
62
Properties=species:S:1:pos:R:3 method="wB97M-V/def2-TZVPD" molar_mass_g_mol=720.03 charge=+2 energy_ha=-3243.3890 e_homo_ev=-16.24 fmax_ev_per_a=2.99 de_lowest_kcal_mol=49.8
Tl -2.01420 -4.30693 -1.93363
F -0.72257 -2.07785 -0.55400
O 1.55185 -0.52580 4.47867
S 0.36357 0.16756 3.96565
O -1.00578 -0.02752 4.43815
O 0.65646 1.82625 3.87537
C -0.50243 2.74741 3.76339
C -0.99375 3.02545 5.12026
C 0.34557 -0.21558 2.11274
H -1.26724 2.20213 3.21037
H -0.23998 3.59256 3.12704
H -0.21424 3.61694 5.60047
H -1.10231 2.08258 5.65628
H -1.95901 3.52868 5.06418
H -0.49088 0.35936 1.71539
H 0.09077 -1.26114 1.93958
H 1.30332 0.17152 1.76494
O 3.19263 -5.29233 -1.65288
S 2.23575 -4.34749 -1.17874
O 0.80340 -4.64943 -1.26064
O 2.57237 -4.11732 0.42494
C 1.90720 -3.03119 1.07534
C 2.87825 -2.54885 2.08951
C 2.65512 -2.59316 -1.86922
H 0.94256 -3.40616 1.41734
H 1.67079 -2.16921 0.45149
H 3.88815 -2.70530 1.71040
H 2.68314 -3.21348 2.93111
H 2.65199 -1.53904 2.43186
H 3.64046 -2.36296 -1.46399
H 1.96085 -1.80228 -1.58532
H 2.75319 -2.65678 -2.95294
O -3.04552 -1.58774 -2.27514
S -3.17478 -0.12475 -2.42906
O -2.43418 0.58095 -3.46866
O -4.76484 0.22209 -2.53707
C -5.11653 1.53304 -2.98706
C -6.68987 1.68567 -3.04830
C -2.80834 0.59667 -0.77883
H -4.72743 1.77127 -3.97698
H -4.65613 2.31612 -2.38467
H -7.14643 0.96711 -3.72898
H -6.97431 2.72151 -3.23335
H -7.17010 1.50932 -2.08581
H -3.39119 0.05077 -0.03694
H -3.10992 1.64057 -0.86500
H -1.75454 0.62984 -0.50228
O 0.33658 2.20718 0.32439
S 1.24864 2.21596 -0.82004
O 1.85185 3.43090 -1.28221
O 2.43287 1.10889 -0.51780
C 3.43989 0.82411 -1.46681
C 4.64650 0.35167 -0.61720
C 0.41981 1.27756 -2.18352
H 3.64435 1.70274 -2.07862
H 3.16049 0.10593 -2.23768
H 5.34874 -0.20039 -1.24185
H 4.30805 -0.43316 0.05925
H 5.07328 1.20397 -0.08846
H 0.11858 0.26558 -1.91281
H 1.15294 1.12903 -2.97634
H -0.45345 1.82691 -2.53526

Copy entry 1 word for word.
50
Properties=species:S:1:pos:R:3 method="wB97M-V/def2-TZVPD" molar_mass_g_mol=266.32 energy_ha=-884.8131 e_homo_ev=-9.32 fmax_ev_per_a=1.69 de_lowest_kcal_mol=15.7
Li -1.92210 1.82218 -2.43436
F -1.16669 0.57547 -1.18327
C 2.63914 1.76726 -1.69058
C 2.37814 0.27933 -1.50269
C 3.58745 -0.52498 -1.11242
O 1.42058 0.12318 -0.43352
H 3.28677 1.99980 -2.54376
H 3.14118 2.17450 -0.80968
H 1.72477 2.34073 -1.84796
H 1.89271 -0.11191 -2.40421
H 3.97466 -0.16763 -0.15521
H 4.35315 -0.49190 -1.88697
H 3.31510 -1.56316 -0.91582
H 0.54394 0.33817 -0.79776
C -1.60880 -0.75806 2.26037
C -2.73917 -1.24605 1.35817
C -3.88914 -1.77801 2.20000
O -3.20204 -0.19059 0.51655
H -1.18062 -1.58013 2.83629
H -1.98894 -0.03315 2.98481
H -0.85844 -0.24831 1.65422
H -2.41444 -2.03893 0.67123
H -4.44043 -2.56998 1.68617
H -4.60302 -0.98390 2.42973
H -3.56144 -2.21536 3.14332
H -2.44225 0.10577 -0.01488
C 0.72420 4.94272 1.54690
C 0.84134 3.41732 1.52859
C 0.21741 2.78176 2.78366
O 0.14558 2.95824 0.37551
H 1.32454 5.32838 0.72238
H 1.05677 5.32376 2.50822
H -0.31884 5.21870 1.38977
H 1.90322 3.15209 1.52763
H 0.46181 3.35928 3.68107
H 0.67365 1.80138 2.94509
H -0.86122 2.67949 2.70774
H 0.21959 1.99673 0.29763
C 0.14961 -3.12636 -0.79096
C -0.09860 -2.76208 -2.23736
C -0.35756 -4.00949 -3.05991
O -1.27715 -1.95632 -2.32021
H 0.25149 -2.21797 -0.19001
H 1.07909 -3.67964 -0.61863
H -0.65644 -3.71144 -0.34947
H 0.70488 -2.25703 -2.78797
H 0.47147 -4.72126 -2.98511
H -0.49324 -3.80324 -4.12536
H -1.23132 -4.59952 -2.76618
H -1.17035 -1.13982 -1.79076